Molecular formula: C13H15F3O12
Method: DFT, the ωB97M-V functional and the def2-TZVPD basis

Output
LUMO level: 0.2 eV
SMILES string: O=C1OC[C@@H](F)O1.O=C1OC[C@@H](F)O1.O=C1OC[C@@H](F)O1.C=CCOC(=O)O
HOMO-LUMO gap: 10.352 eV

ORCA input file:
```
! RIJCOSX wB97M-V def2-TZVPD def2/J DEFGRID3
* xyz 0 1
O -0.22232 1.48538 4.83642
C -1.26780 1.15317 5.28621
O -1.88081 -0.02158 5.01691
C -3.05959 -0.11569 5.82590
C -3.33934 1.34018 6.13824
F -3.87664 1.51275 7.36566
O -2.04058 1.91053 6.10770
H -2.83157 -0.66953 6.73702
H -3.85699 -0.61123 5.28085
H -3.96716 1.85024 5.40576
O 5.60105 -0.08018 -2.74366
C 4.52819 -0.05570 -3.23644
O 4.11765 -0.83770 -4.26138
C 2.71773 -0.62201 -4.47208
C 2.52630 0.75126 -3.86259
F 1.30664 0.90253 -3.28701
O 3.51366 0.78006 -2.85326
H 2.14170 -1.37398 -3.92978
H 2.47894 -0.67112 -5.53036
H 2.69033 1.58373 -4.54802
O -0.61171 -3.26527 -5.27755
C -0.98376 -2.59494 -4.37510
O -0.34293 -2.46246 -3.19141
C -0.99858 -1.43381 -2.43079
C -2.37742 -1.42352 -3.04992
F -2.92906 -0.18681 -3.06927
O -2.11611 -1.83857 -4.38169
H -0.48887 -0.48826 -2.59080
H -0.99709 -1.67187 -1.37144
H -3.08732 -2.11482 -2.59384
C 3.04384 0.36944 1.42590
C 2.07927 0.46708 0.51579
C 0.80939 1.22127 0.82204
O -0.24956 0.69730 -0.02986
C -1.36997 0.38587 0.63854
O -1.85832 -0.70025 0.61312
O -1.94874 1.45934 1.24803
H 2.97098 0.92188 2.35766
H 3.91292 -0.25820 1.28791
H 2.18240 0.07341 -0.48744
H 0.92122 2.28701 0.62148
H 0.56584 1.05631 1.87089
H -1.68673 1.49490 2.17737
*
```



Molecular formula: C13H15N3
Method: DFT, the ωB97M-V functional and the def2-TZVPD basis

Output
LUMO level (alpha / beta): 3.5 / 3.4 eV
HOMO-LUMO gap (alpha / beta): 2.710 / 6.718 eV

ORCA input file:
```
! RIJCOSX wB97M-V def2-TZVPD def2/J DEFGRID3
* xyz -1 2
C -3.39263 -0.79374 1.12613
C -1.44873 -2.26109 0.23344
C -2.15563 -1.65140 1.27043
C -0.60853 -2.85518 2.21858
N -0.36048 -3.00475 0.89294
N -1.56508 -2.08610 2.54950
H -1.52223 -2.28323 -0.93390
H 0.32269 -3.44677 0.36454
H -3.50711 -0.05442 0.49520
H -3.54812 -0.29051 2.12961
H -0.18633 -3.45431 3.00795
H -4.11971 -1.61596 0.94408
C -0.03652 3.67529 -0.27779
C 0.72611 1.23980 -1.07952
C 0.29622 2.22062 -0.09548
C 1.18142 0.13415 -0.27365
C 0.48472 1.65315 1.15978
C 1.99119 0.48767 -2.94272
C 2.46412 -0.67546 -2.09988
C 1.17298 1.43888 -2.39698
C 2.03430 -0.91471 -0.83917
N 0.96432 0.33495 1.11514
H 2.49740 0.54635 -3.84109
H 3.24261 -1.22781 -2.54454
H 1.10497 2.47188 -2.81248
H 2.47442 -1.67410 -0.24375
H -0.35419 4.07144 -1.35708
H 0.84037 4.24855 -0.11966
H 0.14661 1.99358 2.02425
H 1.54640 -0.26457 1.80408
H -0.68553 4.03779 0.52204
*
```



Molecular formula: C13H15O2
Method: DFT, the ωB97M-V functional and the def2-TZVPD basis

Output
LUMO level: 3.4 eV
HOMO-LUMO gap: 7.691 eV

ORCA input file:
```
! RIJCOSX wB97M-V def2-TZVPD def2/J DEFGRID3
* xyz -1 1
C 0.17723 1.61474 3.21028
C 1.11345 0.73497 2.72926
C -1.01726 1.75051 2.50807
C 0.97467 -0.01307 1.60263
C -1.15722 0.93928 1.32752
C -0.18231 0.06377 0.81376
C 2.02288 -2.26607 -0.95581
C 0.89798 -2.11232 -0.28848
C -1.83312 -1.66432 -0.33169
C -1.52256 0.73642 -2.07627
C 0.95295 0.97368 -1.75650
C -0.20610 -0.02148 -1.72817
C -0.39549 -0.69525 -0.40919
O -2.21932 -1.98439 -1.43670
O -2.31855 -1.85747 0.75042
H 0.45595 1.98529 4.14813
H 1.87877 0.60202 3.40952
H -1.83559 2.36988 2.83575
H 1.70400 -0.73892 1.32224
H -2.01791 1.08969 0.67658
H 2.61877 -3.14389 -0.77487
H 2.44201 -1.40111 -1.62151
H 0.56151 -2.78724 0.53248
H -1.31647 1.17886 -3.04227
H -2.25739 0.06413 -2.02970
H -1.48525 1.55592 -1.42772
H 0.74881 1.63785 -2.65602
H 2.02770 0.66389 -1.97259
H 1.15649 1.60339 -0.87416
H 0.03138 -0.87877 -2.48496
*
```



Molecular formula: C13H15PPtSe2
Method: DFT, the ωB97M-V functional and the def2-TZVPD basis

Output
LUMO level (alpha / beta): -7.4 / -11.1 eV
HOMO-LUMO gap (alpha / beta): 6.471 / 4.814 eV

ORCA input file:
```
! RIJCOSX wB97M-V def2-TZVPD def2/J DEFGRID3
* xyz 2 5
Pt 2.22611 1.96014 -2.03868
C 2.94593 3.37117 -3.27145
H 2.06732 3.83533 -3.76718
H 3.47742 4.14660 -2.68369
H 3.62832 2.98122 -4.03938
H 3.74682 1.34011 -2.57131
H 3.89837 1.71056 -1.76423
Se -0.35184 2.04872 -1.65466
P -0.22512 0.35450 -0.29783
Se 2.01816 0.15762 -0.38277
C -0.57938 0.65541 1.46032
C -1.09363 -0.39849 2.24237
C -0.94888 -0.36254 3.62712
C -0.35387 0.73278 4.25013
C 0.09277 1.81198 3.47229
C -0.02560 1.78502 2.08380
C -1.10184 -1.18864 -0.75016
C -2.36991 -1.35649 -1.34096
C -2.85332 -2.64874 -1.56224
C -2.09666 -3.78015 -1.21803
C -0.84039 -3.60752 -0.64563
C -0.35088 -2.32838 -0.41078
H -1.54954 -1.26740 1.76217
H -1.26014 -1.22520 4.21013
H -0.21784 0.73809 5.33142
H 0.58083 2.64979 3.96085
H 0.36359 2.60575 1.47156
H -2.96735 -0.48398 -1.64652
H -3.81723 -2.80124 -2.02529
H -2.47132 -4.78039 -1.41040
H -0.22292 -4.45833 -0.39195
H 0.65202 -2.19732 0.00097
*
```



Computed E, in the same sequence as the records: -1706.858614, -668.505728, -654.790935, -5767.077407 Ha.